# 1
The following is a quantum chemistry calculation of a molecular structure, C21H24F4N3O4SV, from the Open Molecules 2025 dataset.

```
58
Properties=species:S:1:pos:R:3
C 0.30527 3.59599 -1.31647
F -0.14982 0.44583 -3.03480
O -0.00445 -2.96089 -1.21372
C -2.68867 -3.48512 -0.57444
C 3.18688 1.51797 -0.18042
C 3.54038 5.06626 1.10778
C -3.19494 -1.35599 0.54309
C 2.37105 0.97277 0.80216
C -0.35941 3.32599 -0.13648
H 0.77226 4.55770 -1.47784
C -1.51038 -2.48478 2.90208
H -3.57798 -3.95043 -0.13766
H 4.54318 5.22770 0.71498
C 3.56445 2.84313 -0.06795
H -2.22678 -2.37139 -2.39718
F 1.02678 2.83898 -3.42121
C 2.33651 3.04015 1.98712
C -2.95222 -0.27715 -0.50206
C 1.94055 1.71736 1.89298
C -2.13307 -3.20990 1.72358
C 3.14579 3.62140 1.01222
C 1.18565 -3.17124 -1.86447
C 0.36870 2.61485 -2.28547
C -3.01998 -2.98272 -1.96759
H -3.06556 -0.90661 1.52502
H -0.43683 -2.36063 2.79394
H -3.96034 -2.43467 -2.00010
C -0.91760 1.11143 -0.91187
H -3.35269 0.67204 -0.14441
H -1.68099 -3.09067 3.79164
N 1.48440 -1.06850 -0.76338
N -2.20744 -2.46517 0.42051
C 2.15967 -2.01333 -1.63205
N -1.49692 -0.15956 -0.67678
H 2.39225 -1.56704 -2.59908
H -1.57295 -4.12346 1.52177
H -3.41557 -0.49501 -1.46212
V -0.35050 -1.47411 -0.23417
F -1.55829 1.83203 1.23507
H -3.13666 -3.85185 -2.61415
H 3.07916 -2.40053 -1.19019
H -3.15572 -3.51362 1.96936
C -0.95462 2.09677 0.07233
H 2.85496 5.68723 0.52626
H 3.50886 5.41808 2.13718
H 1.30857 1.27352 2.65058
H -1.95239 -1.50749 3.09469
C -0.23738 1.38681 -2.09394
O 1.39987 -4.13252 -2.52049
O 0.61752 -0.86018 1.39067
H 2.00681 3.63400 2.82983
H -4.21105 -1.75628 0.48418
F -0.41530 4.24454 0.82733
O 3.01580 -1.54813 1.22926
H 3.51812 0.92242 -1.02260
H -1.91202 -4.24263 -0.63356
H 4.19965 3.28059 -0.82815
S 1.97541 -0.72394 0.71923
```

net charge: +1
multiplicity: 2
frontier orbital gap (spin up / spin down): 7.46 / 8.10 eV
strongest force on any atom: 0.15 eV/Å
highest occupied orbital energy (spin up / spin down): -12.42 / -12.42 eV
energy above the lowest of the compared OMol25 structures with the same formula, charge and spin: 0.0 kJ/mol
E_tot: -3021.3232 hartree

***

# 2
The following is a quantum chemistry calculation of a molecular structure, C5H4NO5Sc at a distorted geometry, from the Open Molecules 2025 dataset.

```
16
Properties=species:S:1:pos:R:3
C -1.77440 -1.17990 0.07583
H 0.73938 -2.53912 0.88509
Sc -0.10014 0.17248 -0.50500
C 0.29078 -0.35408 1.66190
H -0.56524 2.76565 -1.61259
C 0.50012 -2.29469 -0.27574
O 0.52611 -0.77093 2.71369
O -0.04360 -1.33139 -3.55051
O 3.19796 -0.50268 -0.10821
N -0.68935 2.38321 -0.67279
O 0.57556 -3.16403 -1.08833
C 2.09685 -0.23916 -0.35878
C -0.07011 -0.79177 -2.51808
O -2.55588 -1.90361 0.53536
H -1.67571 2.55695 -0.42431
H -0.14220 2.99710 -0.05115
```

net charge: +2
frontier orbital gap (spin up / spin down): 8.32 / 5.58 eV
strongest force on any atom: 6.76 eV/Å
highest occupied orbital energy (spin up / spin down): -18.53 / -16.55 eV
energy above the lowest of the compared OMol25 structures with the same formula, charge and spin: 76.9 kJ/mol
E_tot: -1383.9072 hartree

***

# 3
The following is a quantum chemistry calculation of 2 unconnected molecules or ions with the total composition C4H5NO2 at a distorted geometry, from the Open Molecules 2025 dataset.

```
12
Properties=species:S:1:pos:R:3
H -1.56696 -1.43407 -0.84136
H 1.21685 -1.19442 0.56694
O -0.44626 -3.04931 -0.36246
C -0.08703 1.41478 1.14125
C 0.41530 -0.80636 -0.06071
C -0.60917 -1.85998 -0.46427
H -0.04921 0.37625 -1.82068
C 0.53951 0.49997 -0.90088
N -0.29257 0.41146 0.26754
H -0.36595 1.28080 2.18105
O 0.36033 2.49275 0.71521
H 0.88515 1.86814 -0.42163
```

net charge: 0
frontier orbital gap: 10.23 eV
strongest force on any atom: 2.39 eV/Å
highest occupied orbital energy: -9.81 eV
energy above the lowest of the compared OMol25 structures with the same formula, charge and spin: 425.8 kJ/mol
E_tot: -360.5072 hartree

***

Question: Which of these has the lowest strongest force on any atom?
Answer: C21H24F4N3O4SV